{
  "formula": "C26H17CuN7O3S",
  "method": "ωB97M-V/def2-TZVPD",
  "multiplicity": 1,
  "lumo_energy_ev": 1.368,
  "total_charge": -1,
  "e_tot_ev": -99290.1368,
  "de_lowest_kj_mol": 47.6,
  "symbols": ["Cu", "C", "C", "N", "C", "C", "N", "C", "C", "C", "C", "C", "N", "C", "C", "N", "C", "C", "N", "C", "C", "C", "N", "C", "C", "H", "H", "H", "H", "H", "H", "H", "H", "H", "H", "H", "H", "O", "C", "C", "C", "C", "C", "C", "C", "O", "O", "H", "H", "H", "H", "H", "S", "C", "N"],
  "xyz": [[-0.19, -0.23, -0.03], [0.02, -0.20, 4.52], [-0.50, -0.19, 3.23], [0.30, -0.20, 2.18], [1.62, -0.19, 2.38], [2.12, -0.16, 3.68], [1.33, -0.18, 4.74], [2.46, -0.17, 1.16], [3.83, -0.01, 1.19], [4.55, 0.08, 0.00], [3.83, 0.04, -1.18], [2.46, -0.16, -1.15], [1.79, -0.31, 0.00], [1.63, -0.25, -2.37], [2.12, -0.57, -3.63], [1.33, -0.67, -4.69], [0.03, -0.44, -4.49], [-0.47, -0.10, -3.24], [0.33, -0.01, -2.19], [6.02, 0.20, 0.00], [6.71, 0.93, -0.96], [8.10, 0.98, -0.92], [8.83, 0.36, 0.01], [8.17, -0.33, 0.93], [6.79, -0.44, 0.97], [-0.62, -0.23, 5.39], [-1.56, -0.15, 3.03], [3.18, -0.11, 3.89], [4.35, 0.08, 2.14], [4.35, 0.15, -2.13], [3.17, -0.77, -3.80], [-0.61, -0.54, -5.36], [-1.52, 0.11, -3.08], [6.18, 1.48, -1.73], [8.65, 1.55, -1.66], [8.79, -0.84, 1.67], [6.32, -1.05, 1.73], [-1.40, -5.41, -0.36], [-2.61, -4.86, -0.16], [-3.72, -5.70, -0.08], [-4.98, -5.16, 0.13], [-5.15, -3.79, 0.25], [-4.04, -2.95, 0.17], [-2.77, -3.47, -0.04], [-1.57, -2.57, -0.14], [-0.44, -3.10, -0.30], [-1.79, -1.33, -0.04], [-0.77, -4.63, -0.37], [-3.57, -6.76, -0.18], [-5.84, -5.82, 0.19], [-6.13, -3.37, 0.42], [-4.14, -1.88, 0.26], [-0.24, 2.19, 0.22], [-1.82, 2.63, 0.01], [-2.93, 2.95, -0.13]]
}